A molecular structure, C35H35Cl3GeN2NaO2Te. Source: the Open Molecules 2025 dataset; level of theory: ωB97M-V/def2-TZVPD.

Each line ends with the Mulliken charge.
Geometry (Å):
Te: -0.336 -1.206 -1.721  0.302
Ge: 1.860 3.491 1.733  0.468
Cl: 2.109 3.918 3.932  -0.425
Cl: 1.139 1.208 2.088  -0.416
Cl: 4.015 2.999 1.294  -0.418
Na: -0.771 0.739 0.690  0.630
O: 8.017 -1.742 -0.846  -0.481
O: 6.827 -3.217 0.291  -0.552
N: -0.296 2.280 -1.372  0.474
N: 2.092 0.846 -1.065  0.876
C: -2.544 -3.780 -4.457  -0.626
C: -2.936 2.511 1.791  0.417
C: -3.932 0.570 0.423  -1.142
C: -1.869 -2.323 -2.659  0.298
C: 6.851 -2.187 -0.320  0.603
C: 3.314 0.152 -0.897  -0.216
C: -2.193 2.594 3.023  0.757
C: -2.482 0.390 2.616  0.655
C: 4.363 0.275 -1.803  -0.314
C: 3.425 -0.733 0.172  -0.446
C: -1.567 -3.021 -3.826  -0.546
C: -4.134 -3.146 -2.773  -0.710
C: 4.581 -1.467 0.347  -0.694
C: 0.976 4.036 -2.376  -1.015
C: -1.147 0.950 4.737  -1.524
C: -1.929 1.260 3.503  0.493
C: 2.122 2.048 -1.452  -1.008
C: 0.878 2.814 -1.728  0.273
C: -1.402 2.948 -1.682  -0.437
C: -0.374 -3.514 0.294  -0.285
C: 0.424 -2.861 -0.641  0.240
C: -0.185 4.727 -2.687  -0.396
C: 1.726 -3.293 -0.862  -0.523
C: -3.828 -3.842 -3.933  -0.480
C: -1.403 4.172 -2.340  -0.920
C: -3.157 -2.389 -2.137  0.176
C: 0.132 -4.594 1.003  -0.700
C: -3.133 1.180 1.531  0.301
C: 5.522 -0.462 -1.621  -0.986
C: -2.404 -1.108 2.649  -1.720
C: 2.236 -4.365 -0.138  -0.482
C: -1.752 3.834 3.700  -1.115
C: 1.439 -5.015 0.792  -0.549
C: 5.642 -1.333 -0.544  0.760
C: -3.437 3.700 1.030  -2.048
H: -2.664 -1.500 3.634  0.475
H: -2.337 4.672 -2.559  0.458
H: -1.715 1.189 5.641  0.390
H: -0.135 5.683 -3.192  0.429
H: -0.568 -2.975 -4.241  0.385
H: 7.902 -0.847 -1.183  0.310
H: 1.835 -5.852 1.353  0.396
H: 2.602 -0.821 0.867  0.427
H: -4.147 3.409 0.254  0.358
H: 1.951 4.434 -2.627  0.499
H: -2.101 4.731 3.190  0.363
H: -2.624 4.250 0.549  0.366
H: -2.300 -4.323 -5.362  0.387
H: -3.303 0.090 -0.336  -0.034
H: 4.260 0.915 -2.670  0.563
H: -0.218 1.524 4.764  0.281
H: -1.393 -1.479 2.433  0.369
H: 2.350 -2.793 -1.591  0.475
H: -0.493 -5.102 1.728  0.407
H: -3.949 4.404 1.690  0.509
H: 3.256 -4.689 -0.306  0.459
H: -2.109 3.859 4.735  0.326
H: -0.879 -0.106 4.781  0.393
H: -3.404 -1.859 -1.227  0.122
H: -0.659 3.872 3.760  0.042
H: -4.543 1.313 -0.089  0.355
H: -4.601 -0.206 0.804  0.506
H: -5.133 -3.193 -2.358  0.409
H: -4.588 -4.434 -4.427  0.373
H: -3.079 -1.565 1.923  0.366
H: -2.342 2.490 -1.385  0.539
H: 4.678 -2.162 1.171  0.487
H: 6.308 -0.380 -2.364  0.334
H: -1.393 -3.187 0.465  0.442
H: 3.058 2.594 -1.591  0.487

Its energy above the lowest of the compared OMol25 structures with the same formula, charge and spin is 1.86 kcal per mole. Its frontier orbital gap (spin up / spin down) is 0.27529 / 0.24674 hartree. The total energy is -149735.1808 eV. The multiplicity is 2. The HOMO energy (spin up / spin down) comes out at -8.13 / -8.13 eV.



2 unconnected molecules or ions with the total composition C35H35F2N2. Source: the Open Molecules 2025 dataset; level of theory: ωB97M-V/def2-TZVPD.

Each line ends with the Mulliken charge.
Geometry (Å):
F: 3.048 0.587 -2.746  -0.337
F: -4.875 5.295 2.191  -0.277
N: 2.175 -3.200 1.603  0.627
N: 0.303 -3.689 0.387  0.630
C: -4.210 2.666 -0.218  -0.779
C: -5.193 -2.736 -0.899  -1.661
C: 0.705 0.218 -2.900  -0.580
C: -2.797 2.651 -0.267  1.045
C: 0.303 2.146 -0.968  -0.063
C: 2.459 -2.762 4.019  1.606
C: 2.822 -2.494 2.687  -0.232
C: 4.283 -1.238 1.060  -1.218
C: -4.888 3.539 0.591  -0.579
C: -1.435 -2.369 2.307  -1.182
C: 4.308 -0.080 5.904  -1.535
C: -0.571 0.503 -2.488  -0.739
C: 0.976 -1.332 0.473  -1.809
C: -1.923 -2.803 0.972  1.718
C: 0.860 -4.891 0.883  -0.360
C: -4.204 4.439 1.394  0.380
C: -2.131 3.580 0.563  -0.070
C: -2.962 -3.713 -1.428  -0.782
C: -3.775 -3.003 -0.561  0.929
C: -1.633 -3.958 -1.137  0.954
C: 1.976 -4.604 1.580  -1.142
C: 3.742 -1.463 2.428  0.692
C: -0.806 -4.705 -2.116  -1.960
C: 1.560 -3.887 4.384  -1.590
C: 1.791 0.881 -2.350  0.466
C: -2.819 4.447 1.368  -1.026
C: -3.239 -2.559 0.634  -1.208
C: 4.202 -0.682 3.474  -0.975
C: -1.093 -3.491 0.071  -0.810
C: 1.165 -2.631 0.775  0.681
C: -0.824 1.481 -1.500  1.211
C: -2.177 1.721 -1.143  -0.595
C: 3.816 -0.917 4.783  0.521
C: 2.962 -1.973 5.036  -1.002
C: 1.573 1.849 -1.383  -1.065
H: -5.964 3.546 0.619  0.455
H: 0.890 -0.520 -3.661  0.486
H: 0.193 2.904 -0.225  0.394
H: -4.759 1.977 -0.839  0.426
H: -3.370 -4.087 -2.350  0.510
H: -3.866 -2.021 1.323  0.390
H: 0.186 -1.032 -0.187  0.051
H: -0.800 -4.198 -3.082  0.389
H: -5.678 -2.159 -0.113  0.355
H: 3.517 -0.903 0.364  0.105
H: -1.404 -0.013 -2.936  0.415
H: 2.050 -4.849 4.237  0.328
H: -0.652 -1.616 2.230  0.319
H: 2.423 2.361 -0.966  0.489
H: -1.045 -3.218 2.865  0.047
H: 3.476 0.372 6.442  0.344
H: 0.649 -3.875 3.790  0.155
H: 1.595 -0.555 0.875  0.542
H: 5.061 -0.475 1.074  0.407
H: 0.226 -4.798 -1.780  0.375
H: 2.592 -5.323 2.093  0.590
H: -1.205 -5.708 -2.268  0.357
H: 4.724 -2.151 0.660  0.314
H: -1.064 3.620 0.596  0.513
H: 1.268 -3.829 5.433  0.393
H: -2.878 1.081 -1.656  0.289
H: -5.269 -2.168 -1.824  0.360
H: 0.428 -5.870 0.766  0.554
H: -5.748 -3.665 -1.020  0.370
H: -2.242 -1.935 2.897  0.463
H: 4.877 -0.682 6.611  0.348
H: -2.297 5.145 2.001  0.468
H: 4.883 0.122 3.264  0.327
H: 4.953 0.721 5.551  0.364
H: 2.678 -2.180 6.053  0.425

Its energy above the lowest of the compared OMol25 structures with the same formula, charge and spin is 60.24 kcal per mole. Its frontier orbital gap is 0.11003 hartree. The total energy is -45270.6114 eV. The HOMO energy comes out at -8.84 eV. Its charge is +1.



A molecular structure, C35H35GeN10O2Se2Y. Source: the Open Molecules 2025 dataset; level of theory: ωB97M-V/def2-TZVPD.

Each line ends with the Mulliken charge.
Geometry (Å):
Y: -0.623 -0.223 -0.315  -0.344
Se: 2.133 -3.055 6.705  0.333
Se: -0.702 -2.334 -2.416  0.226
Ge: -3.948 -3.560 -2.716  0.732
O: -2.567 0.401 -1.862  -0.595
O: -3.575 -0.496 2.405  -0.689
N: 2.680 -1.759 5.607  -0.855
N: -2.362 2.424 3.210  0.248
N: -0.610 -2.140 1.216  0.303
N: -1.096 1.697 1.385  -0.055
N: 1.381 0.092 -1.927  0.915
N: 0.776 -3.503 5.638  -0.851
N: -1.169 2.970 -0.598  -1.632
N: -0.294 1.999 -1.038  1.494
N: 1.315 -0.264 1.224  0.367
N: -2.843 -0.281 0.251  1.585
C: -1.517 1.588 2.614  -0.633
C: 2.283 0.649 1.183  -0.145
C: 2.139 1.555 -3.682  -0.995
C: -4.468 -1.997 -3.768  -1.260
C: 2.103 -0.931 3.392  0.487
C: -5.136 0.192 0.643  -0.864
C: -4.796 0.574 -0.798  -0.460
C: -3.244 4.617 0.407  -0.392
C: 1.227 -1.053 2.311  -0.390
C: -4.680 -3.423 -0.901  -1.012
C: 3.121 -0.606 -3.413  -0.944
C: -1.591 -3.039 1.192  0.110
C: -3.332 0.233 -0.896  0.314
C: 1.926 -1.808 4.541  0.799
C: 3.115 0.027 3.327  -0.620
C: -1.841 -3.920 2.240  -1.317
C: 0.427 2.293 -2.052  -0.747
C: -0.990 -1.368 -4.079  -0.730
C: 2.260 -0.817 -2.342  -0.424
C: 3.047 0.591 -4.105  -0.541
C: 0.162 -2.066 2.315  -0.192
C: -3.971 4.237 3.085  -1.015
C: -1.577 2.751 0.615  0.187
C: -1.974 -3.803 -2.596  -1.307
C: 0.871 -2.773 4.557  0.760
C: -4.580 5.211 2.320  -0.449
C: -2.990 3.445 2.495  0.311
C: -2.611 3.623 1.163  0.873
C: -4.219 5.400 0.983  -0.884
C: -4.585 -5.197 -3.557  -1.240
C: 3.210 0.823 2.207  -1.099
C: -3.804 -0.243 1.241  -0.148
C: 1.351 1.276 -2.577  0.809
C: -0.026 -2.902 3.417  0.615
C: -1.052 -3.848 3.368  -0.755
H: -4.245 -6.080 -3.016  0.383
H: -5.766 -3.504 -0.944  0.435
H: -1.168 0.759 3.217  0.497
H: -4.323 -4.234 -0.264  0.295
H: -4.248 4.089 4.119  0.440
H: -1.210 -4.506 4.212  0.582
H: 3.688 0.778 -4.955  0.472
H: -2.949 4.757 -0.622  0.500
H: -5.539 -1.835 -3.638  0.392
H: -4.300 -2.170 -4.830  0.407
H: -4.220 -5.266 -4.582  0.378
H: 0.383 3.286 -2.493  0.416
H: 2.270 -1.760 -1.808  0.487
H: -4.706 6.171 0.403  0.455
H: 3.980 1.574 2.113  0.477
H: -0.931 -0.300 -3.884  0.117
H: -4.430 -2.477 -0.426  0.071
H: 2.053 2.507 -4.185  0.543
H: -5.355 0.027 -1.558  0.214
H: -5.835 -0.642 0.714  0.328
H: 2.315 1.272 0.298  0.370
H: -3.947 -1.087 -3.470  0.246
H: -5.672 -5.217 -3.585  0.381
H: 3.821 -1.378 -3.695  0.475
H: 3.807 0.125 4.153  0.582
H: -1.750 -4.452 -1.745  0.545
H: -5.346 5.832 2.763  0.449
H: -1.991 -1.596 -4.440  0.231
H: -1.626 -4.347 -3.477  0.599
H: -2.648 -4.633 2.162  0.547
H: -2.649 2.229 4.156  0.313
H: -2.215 -3.041 0.304  0.227
H: -0.242 -1.678 -4.803  0.440
H: -4.922 1.637 -1.010  0.450
H: -5.553 1.008 1.233  0.377

Its energy above the lowest of the compared OMol25 structures with the same formula, charge and spin is 5.62 kcal per mole. Its frontier orbital gap is 0.27209 hartree. The total energy is -244104.9119 eV. The HOMO energy comes out at -13.31 eV. Its charge is +2.



A molecular structure, C35H35N5O2PtSSeSi. Source: the Open Molecules 2025 dataset; level of theory: ωB97M-V/def2-TZVPD.

Each line ends with the Mulliken charge.
Geometry (Å):
Pt: 0.002 0.460 -0.824  2.128
Se: -1.656 2.364 -0.794  -0.169
S: -1.591 -1.068 0.443  -0.641
Si: 1.793 1.799 -1.699  1.039
O: 1.300 -2.106 -0.530  -0.294
O: 1.138 -1.087 -1.497  -0.767
N: -2.015 -1.194 -2.280  -0.598
N: -2.450 -3.056 -1.189  -0.503
N: -1.352 -0.146 -2.430  0.645
N: -2.457 -3.801 -0.097  0.374
N: -1.945 4.760 3.259  -0.677
C: -1.790 1.553 -6.261  -0.544
C: -2.021 -1.840 -1.048  0.145
C: 1.646 1.931 2.973  0.247
C: -2.848 -5.133 -0.135  0.598
C: 1.499 -1.133 2.753  -0.927
C: 0.839 1.562 1.829  0.594
C: 2.258 -1.637 0.403  1.068
C: -2.809 -5.871 1.048  -0.500
C: 1.070 2.793 3.916  -0.282
C: -3.276 -5.734 -1.317  -0.327
C: -3.195 -7.199 1.047  -0.495
C: -3.660 -7.065 -1.299  -0.502
C: -2.582 0.047 -4.556  -0.656
C: -2.512 3.564 3.106  -0.444
C: 1.348 3.553 -2.241  -1.358
C: 0.995 0.502 0.982  0.737
C: 2.069 -2.291 3.164  -0.456
C: 3.665 1.881 4.294  -1.006
C: 3.063 2.698 5.245  -0.414
C: -2.431 2.811 1.944  -0.053
C: -1.511 0.423 -3.744  -0.078
C: -1.714 3.318 0.863  0.019
C: 2.905 -2.849 0.984  -1.065
C: 2.567 0.894 -3.173  -1.451
C: -0.736 1.928 -5.444  -1.117
C: -3.624 -7.806 -0.126  -0.557
C: 1.768 3.159 5.053  -0.751
C: 2.968 1.507 3.162  0.252
C: -1.122 4.568 1.016  -0.047
C: -0.603 1.365 -4.184  0.540
C: 3.177 2.076 -0.446  -1.224
C: -2.711 0.613 -5.809  -0.586
C: -1.271 5.242 2.218  -0.456
C: 1.611 -0.693 1.400  -0.359
C: 2.819 -3.151 2.280  -0.574
H: 0.393 3.651 -2.753  0.387
H: -0.015 2.661 -5.780  0.432
H: 4.689 1.557 4.429  0.425
H: 3.599 0.619 -2.944  0.333
H: 3.457 0.918 2.399  0.410
H: -3.992 -7.528 -2.219  0.352
H: -2.478 -5.397 1.965  0.348
H: -3.163 -7.763 1.970  0.345
H: 2.854 2.688 0.397  0.253
H: 3.401 -3.498 0.275  0.483
H: -3.297 -0.676 -4.196  0.472
H: 0.061 3.153 3.760  0.301
H: 3.006 -1.062 -0.162  0.032
H: 1.943 -2.600 4.194  0.466
H: 3.973 2.620 -0.963  0.597
H: 3.618 2.997 6.125  0.393
H: -3.066 3.186 3.959  0.377
H: 1.313 4.217 -1.373  0.203
H: 0.910 -0.543 3.439  0.566
H: -2.094 -3.393 0.759  0.162
H: 2.144 3.910 -2.900  0.434
H: 0.066 2.280 1.590  -0.824
H: -3.302 -5.155 -2.227  0.401
H: -0.561 5.015 0.204  0.376
H: 1.305 3.811 5.781  0.458
H: -0.817 6.218 2.352  0.379
H: 3.612 1.156 -0.054  0.261
H: -3.543 0.325 -6.438  0.376
H: 2.587 1.547 -4.049  0.434
H: 3.268 -4.050 2.679  0.439
H: 2.040 -0.021 -3.434  0.261
H: -3.927 -8.845 -0.126  0.370
H: -2.909 1.844 1.873  0.435
H: 0.213 1.652 -3.545  -0.029
H: -1.902 1.994 -7.242  0.382

Its energy above the lowest of the compared OMol25 structures with the same formula, charge and spin is 33.28 kcal per mole. Its frontier orbital gap (spin up / spin down) is 0.16029 / 0.16026 hartree. The total energy is -135708.8625 eV. The HOMO energy (spin up / spin down) comes out at -7.01 / -7.01 eV.